1.
Molecular formula: C4H11O2P
Method: DFT, ωB97M-V/def2-TZVPD

XYZ file:
```
18
C4H11O2P | the Open Molecules 2025 dataset | ωB97M-V/def2-TZVPD
P -2.704 -0.265 -0.301
O -2.242 -0.722 1.096
O -2.160 1.017 -0.573
C 1.141 1.088 -0.160
C 0.839 -1.371 -0.621
C 1.172 1.895 0.833
C 1.787 -0.298 -0.012
H 1.678 1.456 1.653
H 1.895 -0.318 1.075
H 2.780 -0.358 -0.302
H -4.081 -0.143 -0.016
H 0.820 -0.997 -1.641
H -2.305 -1.255 -1.091
H -1.396 -0.301 1.224
H 0.815 2.951 0.752
H 0.781 1.331 -1.105
H -0.155 -1.473 -0.221
H 1.336 -2.237 -0.590
```

Calculated values
E_LUMO	0.036	Ha
maximum force	0.086	hartree/bohr
net charge	0
energy	-650.79073	a.u.
SMILES	O=[PH2]O.C=CCC
HOMO energy	-9.811	eV
ΔE to the lowest compared entry with this formula, charge and spin	22.2	kcal/mol

2.
Molecular formula: C4H11O2PS
Method: DFT, ωB97M-V/def2-TZVPD

XYZ file:
```
19
C4H11O2PS | the Open Molecules 2025 dataset | ωB97M-V/def2-TZVPD
S -1.655 0.400 0.000
P 0.326 0.190 0.719
O -2.953 -1.521 1.512
O 1.253 -0.506 -0.482
C 0.689 2.589 -0.918
C 1.523 -1.909 -0.446
C -2.309 -1.283 0.298
C 0.879 1.955 0.494
H 1.621 3.172 -1.121
H -2.256 -1.674 2.092
H 1.711 -2.201 -1.506
H -1.505 -1.962 0.118
H 1.949 1.892 0.831
H -0.291 3.060 -0.760
H 0.062 2.488 1.088
H 0.824 -2.676 0.099
H 2.546 -2.137 -0.064
H -3.093 -1.583 -0.412
H 0.680 1.707 -1.543
```

Calculated values
E_LUMO	0.029	Ha
maximum force	0.053	hartree/bohr
net charge	0
energy	-1048.98349	a.u.
SMILES	CCP(OC)SCO
HOMO energy	-8.577	eV
ΔE to the lowest compared entry with this formula, charge and spin	40.3	kcal/mol

3.
Molecular formula: C4H11O3P
Method: DFT, ωB97M-V/def2-TZVPD

XYZ file:
```
19
C4H11O3P | the Open Molecules 2025 dataset | ωB97M-V/def2-TZVPD
P 0.156 0.175 1.468
O 1.971 -1.850 -2.650
O 1.207 0.474 0.264
O 0.016 1.751 1.909
C 2.571 0.575 0.512
C -2.774 -0.250 1.168
C -1.419 0.022 0.393
C 1.095 -1.388 -3.310
H 3.101 -0.136 -0.098
H -1.304 0.980 -0.054
H -1.420 -0.741 -0.358
H 1.279 -1.223 -4.412
H 2.730 0.544 1.511
H -3.064 0.603 1.779
H 3.030 1.445 0.043
H -0.800 1.841 2.500
H -2.731 -1.114 1.764
H -3.614 -0.393 0.538
H -0.030 -1.313 -2.967
```

Calculated values
E_LUMO	0.031	Ha
maximum force	0.066	hartree/bohr
net charge	0
energy	-726.03171	a.u.
SMILES	CCP(O)OC.C=O
HOMO energy	-8.451	eV
ΔE to the lowest compared entry with this formula, charge and spin	52.9	kcal/mol

4.
Molecular formula: C4H11OP
Method: DFT, ωB97M-V/def2-TZVPD

XYZ file:
```
17
C4H11OP | the Open Molecules 2025 dataset | ωB97M-V/def2-TZVPD
P -1.967 -0.781 0.244
O -3.210 -1.367 -0.278
C 1.853 -1.481 0.395
C -2.002 1.092 0.137
C 1.031 -1.681 -0.808
C -0.726 1.646 -0.470
H -0.753 2.733 -0.508
H 2.861 -1.885 0.232
H 1.962 -0.426 0.641
H -2.873 1.355 -0.470
H 1.441 -2.013 1.252
H -1.886 -1.012 1.653
H 0.675 -2.668 -1.044
H -0.604 1.266 -1.483
H -2.148 1.474 1.152
H 1.055 -0.962 -1.605
H 0.137 1.336 0.115
```

Calculated values
E_LUMO (alpha / beta)	-0.031 / 0.014	Ha
maximum force	0.031	hartree/bohr
net charge	0
energy	-575.49130	a.u.
HOMO energy (alpha / beta)	-8.274 / -8.413	eV
ΔE to the lowest compared entry with this formula, charge and spin	67.9	kcal/mol

5.
Molecular formula: C4H11OS
Method: DFT, ωB97M-V/def2-TZVPD

XYZ file:
```
17
C4H11OS | the Open Molecules 2025 dataset | ωB97M-V/def2-TZVPD
S 1.270 -0.098 0.919
O -0.523 0.743 -1.433
C 0.177 -0.037 2.395
C -0.565 -0.544 -2.015
C 0.776 -0.962 -2.615
C -0.488 1.313 2.518
H -1.331 -0.466 -2.802
H 0.055 0.674 -0.590
H 0.253 2.118 2.496
H 0.671 -1.906 -3.158
H -0.905 -1.312 -1.310
H -0.570 -0.835 2.322
H -1.071 1.445 3.440
H 1.489 -1.110 -1.808
H 1.145 -0.195 -3.302
H 0.777 -0.311 3.268
H -1.162 1.484 1.674
```

Calculated values
E_LUMO	0.153	Ha
maximum force	0.018	hartree/bohr
net charge	-1
energy	-632.45839	a.u.
HOMO energy	-2.796	eV
ΔE to the lowest compared entry with this formula, charge and spin	2.9	kcal/mol

6.
Molecular formula: C4H11OS2
Method: DFT, ωB97M-V/def2-TZVPD

XYZ file:
```
18
C4H11OS2 | the Open Molecules 2025 dataset | ωB97M-V/def2-TZVPD
S 1.787 -0.022 -1.274
S 0.140 1.075 -2.037
O -1.222 -0.614 1.139
C -0.471 1.774 -0.537
C -1.150 -0.600 3.606
C 1.052 -1.402 -0.498
C -1.775 -1.128 2.290
H -1.677 -2.239 2.330
H -0.576 0.989 0.191
H -1.531 -1.150 4.526
H 0.185 -0.973 0.096
H 1.747 -1.900 0.139
H -1.484 2.201 -0.777
H -0.081 -0.701 3.539
H -1.443 0.482 3.755
H 0.600 -2.133 -1.234
H -2.868 -0.964 2.389
H 0.135 2.579 -0.253
```

Calculated values
E_LUMO	0.125	Ha
maximum force	0.058	hartree/bohr
net charge	-1
energy	-1030.60112	a.u.
HOMO energy	-3.034	eV
ΔE to the lowest compared entry with this formula, charge and spin	41.6	kcal/mol

7.
Molecular formula: C4H11P4
Method: DFT, ωB97M-V/def2-TZVPD

XYZ file:
```
19
C4H11P4 | the Open Molecules 2025 dataset | ωB97M-V/def2-TZVPD
P 1.537 -1.393 0.634
P 1.099 -0.495 -2.372
P -0.633 0.586 -1.447
P 0.188 0.413 0.540
C 1.115 1.997 0.683
C -1.114 0.458 1.838
C 1.886 -1.317 -1.131
C -1.721 -0.865 -1.497
H 2.113 2.084 0.009
H -1.130 -1.750 -0.913
H -1.617 -0.584 1.816
H -2.679 -0.754 -0.996
H -0.840 0.636 2.950
H 1.529 1.878 1.685
H -1.667 1.343 1.368
H 2.893 -1.694 -1.404
H 0.603 2.988 0.451
H -1.890 -1.266 -2.557
H 0.329 -2.264 0.342
```

Calculated values
E_LUMO	-0.171	Ha
maximum force	0.071	hartree/bohr
net charge	+1
energy	-1524.11217	a.u.
HOMO energy	-13.199	eV
ΔE to the lowest compared entry with this formula, charge and spin	14.1	kcal/mol

8.
Molecular formula: C4H11PS
Method: DFT, ωB97M-V/def2-TZVPD

XYZ file:
```
17
C4H11PS | the Open Molecules 2025 dataset | ωB97M-V/def2-TZVPD
S -1.256 -2.469 1.536
P -0.169 -0.942 1.972
C -0.358 0.206 -0.741
C -0.955 0.703 0.483
C 0.879 0.699 -1.276
C -1.106 -0.821 -1.523
H 1.258 2.246 2.990
H -1.992 0.486 0.511
H -1.174 -0.250 2.996
H -0.940 -1.761 -1.013
H -2.197 -0.574 -1.595
H 1.647 0.075 -1.719
H -0.658 -0.907 -2.488
H 1.545 1.215 -0.560
H 0.354 1.428 -1.923
H -0.598 1.626 1.017
H 1.242 1.960 3.764
```

Calculated values
E_LUMO	-0.018	Ha
maximum force	0.088	hartree/bohr
net charge	0
energy	-898.41406	a.u.
HOMO energy	-7.641	eV
ΔE to the lowest compared entry with this formula, charge and spin	75.6	kcal/mol

9.
Molecular formula: C4H11PS2
Method: DFT, ωB97M-V/def2-TZVPD

XYZ file:
```
18
C4H11PS2 | the Open Molecules 2025 dataset | ωB97M-V/def2-TZVPD
S 0.244 -0.130 -1.759
S 1.599 1.490 -1.605
P -0.025 -0.499 0.319
C 0.371 2.781 -1.248
C -1.916 -0.719 0.399
C 0.260 0.967 1.109
C 1.120 -3.128 0.551
H -0.052 1.160 2.161
H 1.145 1.512 0.890
H 0.747 3.712 -1.109
H 2.172 -2.894 0.365
H -0.271 2.867 -2.175
H -2.120 -1.327 -0.491
H 0.518 -3.549 -0.216
H 0.903 -3.536 1.534
H -2.474 0.174 0.158
H -0.130 2.484 -0.200
H -2.089 -1.366 1.318
```

Calculated values
E_LUMO (alpha / beta)	-0.012 / 0.011	Ha
maximum force	0.077	hartree/bohr
net charge	0
energy	-1296.56598	a.u.
HOMO energy (alpha / beta)	-7.640 / -7.222	eV
ΔE to the lowest compared entry with this formula, charge and spin	109.2	kcal/mol

10.
Molecular formula: C4H11PSi
Method: DFT, ωB97M-V/def2-TZVPD

XYZ file:
```
17
C4H11PSi | the Open Molecules 2025 dataset | ωB97M-V/def2-TZVPD
P -0.202 3.068 -0.902
Si -0.056 -0.626 0.252
C 1.592 -0.281 -0.646
C -0.891 2.141 0.250
C 0.417 -1.080 2.052
C -1.156 -1.425 -1.070
H 0.810 -2.108 2.144
H -0.509 -2.145 -1.600
H 1.726 -0.998 -1.378
H -0.442 -0.936 2.722
H 1.153 -0.357 2.416
H 2.520 -0.097 -0.049
H -1.201 4.158 -1.064
H 1.432 0.699 -1.272
H -2.059 -2.018 -0.854
H -1.416 -0.578 -1.714
H -1.720 2.583 0.711
```

Calculated values
E_LUMO	0.009	Ha
maximum force	0.071	hartree/bohr
net charge	0
energy	-789.70510	a.u.
HOMO energy	-8.059	eV
ΔE to the lowest compared entry with this formula, charge and spin	58.5	kcal/mol

Q: The lowest maximum force belongs to which entry?
A: C4H11OS

Copy entry 9 word for word.
Molecular formula: C4H11PS2
Method: DFT, ωB97M-V/def2-TZVPD

XYZ file:
```
18
C4H11PS2 | the Open Molecules 2025 dataset | ωB97M-V/def2-TZVPD
S 0.244 -0.130 -1.759
S 1.599 1.490 -1.605
P -0.025 -0.499 0.319
C 0.371 2.781 -1.248
C -1.916 -0.719 0.399
C 0.260 0.967 1.109
C 1.120 -3.128 0.551
H -0.052 1.160 2.161
H 1.145 1.512 0.890
H 0.747 3.712 -1.109
H 2.172 -2.894 0.365
H -0.271 2.867 -2.175
H -2.120 -1.327 -0.491
H 0.518 -3.549 -0.216
H 0.903 -3.536 1.534
H -2.474 0.174 0.158
H -0.130 2.484 -0.200
H -2.089 -1.366 1.318
```

Calculated values
E_LUMO (alpha / beta)	-0.012 / 0.011	Ha
maximum force	0.077	hartree/bohr
net charge	0
energy	-1296.56598	a.u.
HOMO energy (alpha / beta)	-7.640 / -7.222	eV
ΔE to the lowest compared entry with this formula, charge and spin	109.2	kcal/mol